No. 1
This record from OMol25 describes 2 unconnected molecules or ions with the total composition C7H8Cl2S2Si. The level of theory is wB97M-V/def2-TZVPD.

Last column: natural (NBO) charge in e.
Geometry (Å):
Cl (-2.98, -2.10, -0.82)  -0.3121
Cl (0.01, -2.44, 0.66)  -0.3170
S (-1.11, 1.53, 0.45)  -0.1947
S (-2.88, -1.73, 2.57)  -0.1455
Si (-1.82, -1.62, 0.73)  1.1847
C (2.52, 1.04, -1.19)  -0.2074
C (0.18, 1.19, -0.68)  -0.1930
C (1.51, 1.31, -0.29)  -0.2246
C (0.88, 0.54, -2.88)  -0.2075
C (-0.13, 0.81, -1.99)  -0.2298
C (-1.69, -0.94, 3.70)  -0.7227
C (2.21, 0.65, -2.49)  -0.2192
H (0.65, 0.25, -3.89)  0.2113
H (3.55, 1.12, -0.88)  0.2117
H (1.73, 1.61, 0.72)  0.2197
H (-1.33, -0.02, 3.25)  0.2508
H (-2.23, -0.73, 4.61)  0.2391
H (3.00, 0.43, -3.19)  0.2111
H (-0.88, -1.63, 3.90)  0.2258
H (-1.17, 0.73, -2.28)  0.2194

## Properties
Orbital gap (alpha / beta)   0.232 / 0.232 hartree
HOMO (alpha / beta)   -7.748 / -7.751 eV
Lowest unoccupied orbital energy (alpha / beta)   -0.0529 / -0.0528 Eh
Spin multiplicity   1
ΔE to the lowest compared entry with this formula, charge and spin   0.000 eV
Max |F|   2.79 eV Å⁻¹

No. 2
This record from OMol25 describes C6H15NO in the gas phase. The level of theory is wB97M-V/def2-TZVPD.

Last column: natural (NBO) charge in e.
Geometry (Å):
O (-1.03, 1.98, -2.63)  -0.7496
N (0.01, -0.30, -0.01)  -0.4606
C (-0.28, -1.73, 0.36)  -0.2077
C (-0.74, -1.74, 1.82)  -0.6200
C (1.40, 0.06, 0.37)  -0.2233
C (1.41, 1.36, 1.18)  -0.6047
C (-0.23, 0.01, -1.46)  -0.2474
C (-1.39, 1.04, -1.62)  -0.0655
H (2.04, 0.20, -0.51)  0.1767
H (-0.50, -0.93, -1.94)  0.1884
H (-0.99, -2.12, -0.37)  0.1915
H (-0.37, -2.68, 2.23)  0.2046
H (0.99, 1.21, 2.18)  0.2043
H (0.79, 2.08, 0.65)  0.2026
H (0.66, -2.27, 0.18)  0.1663
H (-0.38, -0.86, 2.34)  0.2187
H (-2.27, 0.56, -2.04)  0.1737
H (-0.64, 2.82, -2.33)  0.4729
H (-1.82, -1.75, 1.91)  0.2117
H (0.63, 0.53, -1.86)  0.2006
H (2.43, 1.72, 1.33)  0.2035
H (1.89, -0.77, 0.89)  0.1863
H (-1.60, 1.55, -0.68)  0.1771

## Properties
Orbital gap   0.347 hartree
HOMO   -8.451 eV
Lowest unoccupied orbital energy   0.0363 Eh
SMILES string   CCN(CC)CCO
Spin multiplicity   1
ΔE to the lowest compared entry with this formula, charge and spin   2.191 eV
Max |F|   2.50 eV Å⁻¹

No. 3
This record from OMol25 describes C4H6O2 in the gas phase. The level of theory is wB97M-V/def2-TZVPD.

Last column: natural (NBO) charge in e.
Geometry (Å):
O (-0.61, -1.65, -0.57)  -0.4963
O (-0.83, 1.76, 0.14)  -0.6967
C (-0.82, -0.37, -1.18)  0.0377
C (1.30, -0.36, 0.79)  -0.6213
C (0.25, -0.51, -0.26)  0.1500
C (-1.03, 0.37, 0.07)  0.0645
H (-0.64, 2.09, -0.75)  0.4758
H (-1.00, -0.20, -2.23)  0.2107
H (2.31, -0.69, 0.55)  0.2177
H (1.30, 0.70, 1.06)  0.2415
H (-1.56, -0.08, 0.91)  0.1880
H (0.95, -0.91, 1.69)  0.2285

## Properties
Orbital gap   0.344 hartree
HOMO   -8.575 eV
Lowest unoccupied orbital energy   0.0293 Eh
SMILES string   C[C@@]12O[C@H]1[C@@H]2O
Spin multiplicity   1
ΔE to the lowest compared entry with this formula, charge and spin   4.546 eV
Max |F|   1.94 eV Å⁻¹

No. 4
This record from OMol25 describes a molecular structure, C41H48N5O3PS3V. The level of theory is wB97M-V/def2-TZVPD.

Last column: Löwdin spin population.
Geometry (Å):
V (0.19, 0.12, 0.11)  1.0957
S (-0.80, 3.95, -2.51)  0.0010
S (2.26, -2.21, -0.75)  0.0110
S (3.27, -4.06, -3.24)  0.0009
P (3.60, -3.73, -1.29)  0.0055
O (3.24, -5.12, -0.53)  0.0020
O (1.36, -0.08, 1.21)  -0.1522
O (5.28, -3.80, -1.13)  0.0020
N (-0.88, 1.93, -0.93)  0.0008
N (-1.58, 0.54, 1.07)  0.0055
N (-1.28, -0.65, -1.41)  0.0076
N (0.72, 2.19, 0.94)  -0.0049
N (-0.25, -2.03, 0.80)  0.0080
C (3.34, 2.61, -2.97)  0.0040
C (-1.71, 2.24, 1.34)  0.0030
C (1.28, 2.21, -1.90)  -0.0004
C (6.15, -2.78, -0.76)  0.0001
C (0.11, -3.70, 3.00)  0.0001
C (-3.21, -0.77, -3.36)  0.0003
C (6.13, -1.70, -1.71)  0.0000
C (-0.55, -1.60, 2.05)  0.0012
C (-3.55, 4.30, -1.77)  0.0001
C (3.08, 0.71, -1.36)  0.0058
C (1.90, 2.79, 1.00)  0.0007
C (-6.29, 3.53, 1.40)  0.0000
C (5.97, -2.33, 0.69)  0.0000
C (-0.36, -2.41, 3.16)  0.0002
C (-0.07, 2.58, -1.70)  0.0010
C (2.06, 2.96, -2.75)  -0.0018
C (-4.57, 2.68, -0.19)  0.0002
C (-0.36, 2.87, 1.37)  0.0001
C (-6.97, 2.07, -0.52)  0.0000
C (-2.83, -0.25, 0.38)  0.0088
C (5.12, -5.72, 0.95)  0.0000
C (-3.38, 2.01, -0.09)  0.0000
C (-5.81, 1.12, 1.43)  0.0005
C (3.86, 1.52, -2.34)  -0.0024
C (-4.60, 3.85, -1.06)  0.0003
C (-1.88, -0.94, -3.69)  0.0000
C (-3.56, -0.54, -2.04)  0.0003
C (0.18, -3.28, 0.68)  0.0024
C (1.79, 1.05, -1.18)  -0.0224
C (3.64, -5.39, 0.85)  0.0001
C (-5.88, 2.34, 0.52)  0.0000
C (0.98, 4.79, 1.90)  0.0009
C (-2.14, 2.51, -0.93)  0.0001
C (-0.26, 4.17, 1.85)  -0.0003
C (-0.94, -0.87, -2.68)  0.0036
C (0.39, -4.15, 1.73)  0.0006
C (-2.55, -0.48, -1.09)  0.0016
C (-1.10, -0.19, 2.30)  0.0020
C (3.22, -4.35, 1.87)  0.0001
C (-2.30, 3.62, -1.71)  0.0003
C (2.09, 4.08, 1.46)  0.0000
H (-3.15, 0.98, 0.65)  0.0006
H (6.96, -0.95, -1.32)  0.0000
H (2.15, -4.17, 1.84)  0.0000
H (-7.91, 1.81, -0.03)  0.0000
H (0.70, -5.17, 1.53)  0.0001
H (-7.21, 3.31, 1.95)  0.0000
H (3.46, -4.71, 2.87)  0.0000
H (0.12, -1.00, -2.86)  0.0013
H (7.15, -3.20, -0.79)  0.0000
H (-2.25, 2.45, 2.27)  0.0000
H (2.74, 2.20, 0.65)  0.0000
H (0.25, -4.35, 3.86)  0.0000
H (-1.57, -1.11, -4.71)  0.0000
H (-5.08, 1.24, 2.24)  0.0000
H (5.24, -1.15, -1.83)  0.0000
H (-0.30, 0.38, 2.78)  0.0001
H (5.34, -6.07, 1.96)  0.0000
H (-5.52, 4.41, -1.15)  0.0000
H (3.08, 4.51, 1.48)  0.0000
H (5.74, -4.85, 0.76)  0.0000
H (3.11, -6.31, 1.10)  0.0000
H (3.46, -0.11, -0.81)  0.0006
H (3.95, 3.18, -3.66)  0.0003
H (-6.69, 1.25, -1.18)  0.0000
H (-3.00, -1.23, 0.84)  0.0002
H (-1.90, -0.28, 3.05)  0.0007
H (6.35, -2.10, -2.71)  0.0000
H (1.07, 5.80, 2.27)  0.0001
H (-3.65, 5.18, -2.39)  0.0000
H (0.36, -3.60, -0.34)  0.0000
H (-3.98, -0.81, -4.13)  0.0000
H (-5.51, 3.76, 2.14)  0.0000
H (-1.15, 4.69, 2.19)  -0.0001
H (6.06, -3.19, 1.36)  0.0000
H (5.01, -1.85, 0.88)  0.0000
H (3.74, -3.41, 1.73)  0.0000
H (-7.16, 2.95, -1.14)  0.0000
H (-2.33, 2.82, 0.36)  0.0001
H (5.39, -6.50, 0.24)  0.0000
H (6.75, -1.62, 0.95)  0.0000
H (-6.78, 0.95, 1.91)  0.0000
H (-5.57, 0.20, 0.89)  0.0002
H (-6.47, 4.43, 0.82)  0.0000
H (-0.60, -2.04, 4.15)  0.0000
H (-4.60, -0.40, -1.75)  0.0002
H (1.64, 3.83, -3.26)  -0.0003
H (-3.95, 0.47, 0.50)  0.0021
H (4.99, 1.17, -2.57)  -0.0002

## Properties
Orbital gap (alpha / beta)   0.191 / 0.190 hartree
HOMO (alpha / beta)   -5.651 / -5.650 eV
Lowest unoccupied orbital energy (alpha / beta)   -0.0169 / -0.0173 Eh
Spin multiplicity   2
ΔE to the lowest compared entry with this formula, charge and spin   0.463 eV
Max |F|   6.64 eV Å⁻¹